Entry 1:
This record from the OMol25 dataset describes C22H31N5O3P2PdTe as an isolated structure. The level of theory is ωB97M-V with the def2-TZVPD basis set.

The geometry in XYZ format:
```
65
Properties=species:S:1:pos:R:3:mulliken_charge:R:1
Pd -0.73246 0.41314 -0.29775 -1.009
C 3.38764 -2.08039 -1.77873 -0.821
C 2.09212 -2.45746 -1.40805 -0.254
N 1.50618 -2.09117 -0.29087 -0.300
C 2.18958 -1.28680 0.55034 -0.735
C 3.51196 -0.88575 0.29229 1.758
C 4.10150 -1.29844 -0.91165 -0.734
C 4.22070 -0.06800 1.23609 -1.132
C 3.62791 0.33910 2.37280 -0.784
C 2.26012 0.00706 2.64592 1.181
C 1.59041 0.52568 3.76187 -0.658
C 0.25055 0.28492 3.91356 -0.944
C -0.39541 -0.48022 2.93687 -0.071
N 0.21263 -1.01537 1.89997 -0.199
C 1.52888 -0.78160 1.74447 0.353
H 3.79964 -2.40312 -2.72485 0.403
H 1.51131 -3.09130 -2.07437 0.274
H 5.11136 -0.98212 -1.14409 0.403
H 5.23884 0.22026 1.00478 0.363
H 4.15592 0.96691 3.08009 0.353
H 2.13329 1.14407 4.46635 0.388
H -0.31195 0.69581 4.74070 0.400
H -1.46705 -0.64971 3.00606 0.379
C -3.81145 -3.80012 -0.11128 -0.746
N -2.33555 -3.85750 -0.50342 0.165
C -2.25439 -3.98619 -2.02577 -0.723
N -2.96629 -2.94563 -2.67368 0.143
C -4.35564 -2.93376 -2.23165 -0.867
N -4.48583 -2.75329 -0.78897 0.140
C -4.02385 -1.41255 -0.36293 -1.126
P -2.22762 -1.02892 -0.73534 1.745
C -1.60507 -2.62977 -0.02073 -1.039
C -2.32127 -1.62788 -2.49174 -1.010
H -3.83998 -3.65969 0.96871 0.380
H -4.23599 -4.77028 -0.37821 0.339
H -1.91703 -4.68798 -0.08454 0.365
H -2.68461 -4.96046 -2.26765 0.349
H -1.19603 -3.96305 -2.28242 0.367
H -4.82336 -3.88199 -2.51021 0.297
H -4.87773 -2.12328 -2.73709 0.393
H -4.18854 -1.30964 0.71283 0.391
H -4.65507 -0.66627 -0.84968 0.476
H -1.69246 -2.58581 1.06546 0.513
H -0.53803 -2.72412 -0.23917 0.535
H -1.30435 -1.66687 -2.88883 0.440
H -2.86085 -0.88936 -3.08760 0.364
C -2.15050 4.00896 0.72432 -0.859
C -0.82002 4.73012 0.67037 -0.252
O -0.01109 4.22471 -0.40273 -0.324
P 0.96986 2.97389 -0.11059 0.424
O 0.58659 2.26657 1.14082 -0.324
Te 0.97764 1.64430 -2.09459 -0.428
O 2.39399 3.68852 0.14052 -0.226
C 3.00036 4.45220 -0.90484 -0.136
C 4.23657 5.11554 -0.34325 -1.268
H -2.77646 4.44173 1.50871 0.380
H -1.99652 2.95053 0.93963 0.091
H -2.67129 4.09600 -0.22983 0.282
H -0.28976 4.63075 1.61901 0.255
H -0.95699 5.79202 0.46018 0.363
H 2.28696 5.19406 -1.27343 0.284
H 3.25136 3.78309 -1.73278 0.270
H 3.97536 5.78852 0.47380 0.300
H 4.74082 5.69207 -1.12033 0.385
H 4.93041 4.36534 0.03710 0.277
```

Output
* energy above the lowest of the compared OMol25 structures with the same formula, charge and spin: 0.0 kcal per mole
* gap between HOMO and LUMO: 5.56 eV
* E_HOMO: -0.214 Eh
* E_tot: -2435.1060 Eh
* max |F|: 0.48 eV/Å
* molecular weight: 709.49 g/mol

Entry 2:
This record from the OMol25 dataset describes C22H31N8Pd as an isolated structure. The level of theory is ωB97M-V with the def2-TZVPD basis set.

The geometry in XYZ format:
```
62
Properties=species:S:1:pos:R:3:mulliken_charge:R:1
Pd -0.32348 0.76225 -0.29779 1.317
C 0.52418 3.24056 1.92078 -1.327
N -0.80723 2.99786 1.36110 -0.231
C -1.78337 2.40301 2.26963 -1.227
C -1.83875 0.89953 2.21541 0.251
N -1.41628 0.11186 1.23049 0.159
C -1.77040 -1.19493 1.57103 -0.089
C -1.55785 -2.40368 0.91212 0.278
C -2.04011 -3.54846 1.51264 -0.901
C -2.71058 -3.50057 2.74614 -0.592
C -2.91341 -2.31101 3.41416 -1.112
C -2.42723 -1.16389 2.79721 0.647
N -2.43662 0.17421 3.17117 -0.091
C 1.43853 2.05258 1.77928 0.282
N 1.22308 0.99497 1.01418 0.382
C 2.25898 0.09089 1.26660 -0.086
C 2.47176 -1.21400 0.82527 -0.060
C 3.60310 -1.86338 1.27669 -1.023
C 4.50526 -1.23918 2.15430 -0.600
C 4.28115 0.03510 2.63279 -1.150
C 3.13564 0.67645 2.17530 0.839
N 2.57304 1.91020 2.47917 -0.108
H 0.96615 4.10254 1.41642 0.488
H 0.48118 3.49715 2.98531 0.454
H -1.18141 3.86053 0.99156 0.336
H -1.62728 2.70446 3.31138 0.437
H -2.77126 2.77427 1.98729 0.499
H -1.02222 -2.45210 -0.02946 0.152
H -1.89923 -4.50781 1.03390 0.454
H -3.07253 -4.42127 3.18181 0.431
H -3.42530 -2.27819 4.36629 0.461
H -2.85796 0.54879 4.00904 0.282
H 1.72780 -1.73997 0.23651 0.311
H 3.79226 -2.88512 0.97667 0.460
H 5.38062 -1.78221 2.48195 0.437
H 4.95858 0.50237 3.33465 0.471
H 2.93971 2.58046 3.13955 0.274
N 0.63133 -1.81938 -2.21925 0.300
C 0.22836 -1.21708 -3.55990 0.221
C -1.27911 -0.96365 -3.61386 -1.372
C -1.78803 0.37669 -3.07213 0.254
N -1.94054 0.38519 -1.58329 -0.499
C -0.91881 1.53911 -3.54037 -1.480
C 0.57182 1.34100 -3.28959 0.251
N 0.88038 1.50754 -1.83031 -0.582
C 1.07128 0.01826 -3.86702 -1.361
H 0.13902 -2.70171 -2.05816 0.504
H 0.41538 -1.18058 -1.43415 -0.574
H 1.63443 -2.02423 -2.18627 0.520
H 0.47835 -1.99818 -4.27721 0.354
H -1.83102 -1.80111 -3.17410 0.424
H -1.54706 -0.98219 -4.67268 0.489
H -2.78870 0.51560 -3.48352 0.353
H -2.35139 -0.49656 -1.27466 0.351
H -2.64642 1.08130 -1.34647 0.373
H -1.25910 2.47362 -3.08586 0.487
H -1.06506 1.66533 -4.61500 0.497
H 1.10366 2.13881 -3.81078 0.311
H 0.85929 2.51063 -1.64869 0.422
H 1.84484 1.23870 -1.63564 0.358
H 2.12313 -0.15441 -3.61860 0.414
H 1.05548 0.13305 -4.95301 0.480
```

Output
* gap between HOMO and LUMO: 8.30 eV
* E_HOMO: -0.621 Eh
* E_tot: -1422.0757 Eh
* max |F|: 0.63 eV/Å
* net charge: +3
* molecular weight: 513.97 g/mol

Entry 3:
This record from the OMol25 dataset describes C22H32BBrF6N5O4P2S4Sn as an isolated structure at a distorted geometry. The level of theory is ωB97M-V with the def2-TZVPD basis set.

The geometry in XYZ format:
```
78
Properties=species:S:1:pos:R:3:mulliken_charge:R:1
Sn 0.24085 0.48481 -0.75494 0.732
F 5.63394 -2.40437 0.66157 -0.254
C 4.30355 -2.40697 0.53309 0.729
F 4.01961 -2.89814 -0.67380 -0.234
F 3.82623 -3.27336 1.43643 -0.220
S 3.61324 -0.66788 0.73419 1.031
O 2.21560 -0.81238 0.46033 -0.585
O 4.01749 -0.30613 2.05057 -0.725
N 4.36356 0.07607 -0.41421 -0.764
S 3.30203 0.71973 -1.37429 0.948
O 2.56447 1.76714 -0.74535 -0.595
O 2.59471 -0.20591 -2.18962 -0.665
C 4.47808 1.61069 -2.50972 0.491
F 3.87438 2.09114 -3.59668 -0.209
F 5.45208 0.79655 -2.92171 -0.226
F 5.05272 2.63926 -1.88546 -0.233
C 0.17200 -3.15779 1.60079 -1.379
P -0.02877 -1.59287 2.55364 1.057
C 1.51221 -1.68523 3.57927 -1.345
C -1.17182 -2.21685 3.89596 -1.059
C -2.56014 -2.44656 3.32428 -0.802
P -2.75546 -1.37079 1.82218 1.077
C -4.56810 -1.65896 1.53697 -1.592
C -2.91771 0.24520 2.67028 -1.411
H 0.46775 -3.98767 2.24480 0.383
H 0.94230 -2.99099 0.85068 0.174
H -0.76547 -3.38990 1.09577 0.392
H 1.66245 -2.68344 3.99376 0.419
H 1.43290 -0.96168 4.38951 0.366
H 2.37310 -1.41951 2.97488 0.308
H -1.20567 -1.44253 4.66755 0.352
H -0.76965 -3.12482 4.35422 0.539
H -3.35017 -2.24484 4.05436 0.532
H -2.66885 -3.48075 2.98734 0.322
H -5.13331 -1.47647 2.45105 0.454
H -4.74395 -2.68211 1.20863 0.398
H -4.89735 -0.97044 0.76074 0.293
H -3.63557 0.18300 3.49103 0.529
H -3.25584 0.96847 1.93182 0.362
H -1.93697 0.55117 3.02920 0.201
C 0.27829 4.71214 -0.87429 -0.726
N -0.96618 4.27216 -1.44024 0.531
C -2.17258 4.89263 -1.27735 -0.534
C -3.07529 4.19643 -2.01047 -0.679
N -2.43484 3.16678 -2.62632 -0.063
B -3.13973 2.26374 -3.66619 0.966
N -2.83336 0.76936 -3.42813 0.373
C -2.85237 -0.14274 -4.43990 -0.592
C -2.66590 -1.37758 -3.91637 -0.708
N -2.51989 -1.21535 -2.56495 0.223
C -2.31249 -2.25275 -1.59902 -0.329
C -2.63171 0.10519 -2.29311 -0.885
S -2.55424 0.73391 -0.72385 -0.222
C -1.15500 3.21010 -2.25549 -0.025
S 0.12578 2.15988 -2.73949 -0.598
H 0.10959 5.06986 0.14216 0.343
H 0.69320 5.52269 -1.47902 0.330
H 0.98051 3.87570 -0.85494 0.128
H -2.29643 5.74040 -0.63714 0.483
H -4.12491 4.35016 -2.14471 0.492
H -4.31882 2.41978 -3.54270 -0.239
H -2.73492 2.54223 -4.75251 -0.218
H -2.99635 0.17387 -5.45183 0.471
H -2.60954 -2.34135 -4.37942 0.479
H -1.61285 -2.99002 -1.99138 0.369
H -3.26074 -2.73373 -1.34358 0.333
H -1.91960 -1.79755 -0.68794 -0.429
Br -0.15401 4.12144 5.18080 -0.254
C -0.01944 3.25732 3.48186 -0.402
C 1.10430 2.51164 3.19400 -0.415
C 1.16963 1.86020 1.97604 -0.556
C 0.13086 1.91614 1.04372 0.989
C -0.98099 2.69215 1.38261 -0.233
C -1.06254 3.37115 2.58648 -0.671
H 1.90218 2.41118 3.91379 0.514
H 2.05491 1.28795 1.74762 0.235
H -1.82803 2.73219 0.71190 0.293
H -1.93886 3.95574 2.83007 0.435
```

Output
* energy above the lowest of the compared OMol25 structures with the same formula, charge and spin: 0.0 kcal per mole
* gap between HOMO and LUMO: 7.00 eV
* E_HOMO: -0.165 Eh
* E_tot: -7120.2533 Eh
* max |F|: 2.47 eV/Å
* net charge: -1
* molecular weight: 944.16 g/mol